{
  "formula": "C22H66BBrF13N3O15PS",
  "method": "ωB97M-V/def2-TZVPD",
  "symbols": ["C", "C", "B", "O", "N", "C", "N", "C", "C", "C", "F", "F", "C", "F", "F", "C", "F", "F", "C", "F", "F", "S", "F", "F", "F", "F", "F", "N", "P", "O", "Br", "H", "H", "H", "H", "H", "H", "H", "H", "H", "H", "H", "H", "H", "H", "C", "O", "H", "H", "H", "H", "C", "O", "H", "H", "H", "H", "C", "O", "H", "H", "H", "H", "C", "O", "H", "H", "H", "H", "C", "O", "H", "H", "H", "H", "C", "O", "H", "H", "H", "H", "C", "O", "H", "H", "H", "H", "C", "O", "H", "H", "H", "H", "C", "O", "H", "H", "H", "H", "C", "O", "H", "H", "H", "H", "C", "O", "H", "H", "H", "H", "C", "O", "H", "H", "H", "H", "C", "O", "H", "H", "H", "H"],
  "positions_angstrom": [[4.370052, 0.634746, 0.340251], [4.126386, 1.085522, -1.177277], [5.015628, 0.287010, -2.266981], [6.412107, 0.066871, -2.048527], [4.432942, -0.313608, -3.553741], [3.652052, 0.376010, -4.379105], [3.307606, 1.763476, -4.140593], [1.820433, 2.011437, -4.272847], [1.370358, 2.724204, -2.925913], [-0.186114, 3.166487, -2.915558], [-0.194045, 4.399583, -2.204805], [-0.538688, 3.328229, -4.275546], [-0.991165, 2.009877, -2.173662], [-0.463302, 0.791767, -2.614622], [-0.629504, 2.120255, -0.806124], [-2.581426, 2.121742, -2.230564], [-2.843321, 3.462337, -2.631879], [-3.120017, 2.058209, -0.936189], [-3.309517, 1.218129, -3.308524], [-2.552474, 1.091685, -4.492936], [-4.460143, 1.930420, -3.715336], [-3.880954, -0.473464, -2.780824], [-5.018670, -0.420552, -4.017699], [-2.838952, -1.165218, -3.904101], [-2.730845, -0.663847, -1.615823], [-5.027929, 0.092508, -1.745154], [-4.411696, -2.016120, -2.444098], [3.161003, -0.294686, -5.615144], [2.406116, -1.872310, -5.287427], [3.654203, -3.076398, -5.242890], [1.480140, -1.904976, -3.203349], [5.351401, 1.066366, 0.704954], [3.539738, 1.127815, 0.961200], [4.251149, -0.481108, 0.495645], [3.030768, 0.833794, -1.418045], [4.360741, 2.192407, -1.303049], [6.517698, -0.226303, -1.112947], [4.707157, -1.293687, -3.736619], [3.789918, 2.310191, -4.872291], [1.685749, 2.650368, -5.203845], [1.295785, 1.015439, -4.400808], [1.971735, 3.694846, -2.812780], [1.533557, 2.117563, -1.985362], [4.002250, -0.438909, -6.213471], [3.593918, -3.601275, -4.415147], [-4.981310, -4.961247, -0.660763], [-3.685963, -4.583404, -0.210642], [-5.157849, -6.003615, -0.394940], [-5.734993, -4.331530, -0.178541], [-5.040273, -4.850588, -1.746973], [-3.555606, -3.660445, -0.457344], [-5.839098, -9.065806, -0.819067], [-5.688533, -8.249340, 0.334647], [-6.801729, -8.846488, -1.280503], [-5.039227, -8.850134, -1.532589], [-5.808086, -10.119953, -0.533038], [-4.831923, -8.461938, 0.723493], [0.908346, 0.996222, 2.065812], [2.059638, 1.578271, 2.663221], [1.228710, 0.269924, 1.317192], [0.312985, 0.490010, 2.828947], [0.312920, 1.776284, 1.582307], [1.748123, 2.215505, 3.319639], [2.967044, -5.042047, -8.190919], [4.076030, -4.429101, -7.546806], [3.338247, -5.762281, -8.919280], [2.350460, -5.561695, -7.452362], [2.371477, -4.283434, -8.705842], [3.723290, -3.795606, -6.906426], [-6.274599, -3.638945, 3.132877], [-5.408932, -4.745242, 2.930095], [-6.528224, -3.581313, 4.191162], [-5.772426, -2.715182, 2.831238], [-7.189574, -3.772587, 2.549483], [-5.199594, -4.774080, 1.987272], [-0.286763, -2.123487, 5.199368], [-0.769799, -1.118011, 4.316489], [0.802879, -2.111928, 5.183159], [-0.635537, -1.919450, 6.213922], [-0.643403, -3.103377, 4.871158], [-1.732764, -1.149300, 4.349601], [-4.894809, -5.359390, -4.907224], [-3.755950, -4.752374, -4.311488], [-4.558481, -6.102796, -5.629361], [-5.497698, -5.849891, -4.138444], [-5.492113, -4.601647, -5.420780], [-4.077762, -4.100299, -3.678813], [4.868373, 3.870842, 2.607478], [6.044980, 3.316656, 2.029413], [4.633857, 4.805429, 2.097302], [4.033654, 3.175344, 2.488616], [5.035051, 4.071376, 3.669153], [6.231141, 2.492699, 2.498377], [-0.015855, 6.191258, 1.163081], [-0.895301, 6.650914, 0.147201], [-0.081053, 6.865275, 2.017427], [-0.308523, 5.184665, 1.473866], [1.010827, 6.182535, 0.787091], [-0.819727, 6.039686, -0.594911], [8.750309, 2.958212, 4.554386], [7.336440, 2.901760, 4.421855], [9.105568, 2.000624, 4.934302], [9.205752, 3.151481, 3.579591], [9.024614, 3.748973, 5.256578], [7.048152, 3.758191, 4.085287], [-3.258638, 4.889671, 3.747406], [-3.026852, 6.230882, 3.341188], [-3.609797, 4.888686, 4.779135], [-4.019483, 4.438053, 3.105363], [-2.328436, 4.320404, 3.680543], [-2.717767, 6.204841, 2.426915], [0.156103, 4.178578, 4.445903], [1.456958, 4.533559, 4.892537], [-0.023810, 3.128621, 4.682221], [-0.587744, 4.796337, 4.953641], [0.087084, 4.323339, 3.364573], [1.591005, 5.462900, 4.672742], [-1.652874, 0.047616, 8.991241], [-0.504119, -0.511409, 8.368226], [-1.897224, 0.987483, 8.496775], [-2.497255, -0.640110, 8.896692], [-1.445347, 0.238771, 10.046931], [-0.309012, -1.339275, 8.822548]],
  "forces_ev_per_a": [[-0.67, 0.93, -0.01], [-0.57, -1.19, -0.35], [1.92, 0.84, 2.09], [-3.02, -0.96, -0.19], [-0.56, 1.97, -0.43], [0.69, -0.57, -0.78], [0.51, -2.09, -0.64], [-0.28, -0.07, 0.30], [-0.46, 1.01, -0.03], [2.99, 0.27, -0.78], [-0.97, -2.34, -1.52], [-0.33, 0.05, 2.69], [0.75, 0.17, 1.64], [-1.36, 1.76, 0.49], [-0.61, -0.22, -2.56], [-0.47, 2.41, 0.96], [0.71, -2.51, 0.51], [0.93, -0.63, -2.80], [-1.22, 2.40, -2.75], [-1.13, 0.57, 2.96], [2.36, -1.55, 1.33], [-1.89, -3.97, -1.75], [1.72, -0.16, 2.04], [-1.28, 0.75, 2.13], [-1.65, 0.77, -1.36], [2.31, -0.50, -1.26], [0.80, 2.20, -0.20], [1.48, 0.16, 3.19], [-0.78, -1.93, -1.74], [-1.12, 2.11, 1.77], [0.89, 0.37, -0.48], [-1.06, -0.82, -0.31], [1.36, -0.70, -0.74], [0.44, 1.25, -0.25], [1.44, 0.81, 0.31], [-0.55, -1.28, 0.18], [0.23, 0.82, -0.68], [-0.27, 0.73, -0.51], [-0.07, -0.31, 0.58], [-0.27, -0.81, 1.43], [0.42, 1.30, 0.04], [-0.93, -1.39, -0.17], [0.07, 0.56, -1.35], [-0.75, 0.07, 0.13], [0.16, 0.06, -0.61], [0.09, 0.17, -0.06], [0.14, 0.09, 0.11], [0.07, 0.09, 0.02], [-0.22, -0.08, -0.16], [-0.25, -0.08, 0.00], [0.05, -0.16, 0.09], [0.23, -0.04, 0.14], [0.05, 0.12, 0.05], [0.06, 0.04, 0.12], [-0.08, -0.14, -0.16], [-0.05, -0.05, -0.21], [-0.18, 0.08, 0.05], [-0.18, 0.21, 0.36], [0.13, 0.16, -0.04], [0.07, 0.05, 0.06], [-0.11, -0.13, -0.21], [-0.13, -0.14, -0.11], [0.23, -0.10, -0.01], [0.04, 0.19, 0.16], [0.01, 0.19, -0.08], [0.02, 0.08, 0.09], [-0.14, -0.09, -0.16], [-0.14, -0.18, -0.11], [0.32, -0.55, -0.32], [0.14, -0.18, -0.28], [0.07, -0.01, -0.06], [0.06, -0.07, -0.08], [-0.17, 0.16, 0.07], [-0.11, 0.20, 0.10], [0.10, -0.11, 0.25], [-0.29, -0.10, 0.10], [-0.08, 0.19, -0.22], [-0.10, 0.10, -0.06], [0.17, -0.11, 0.04], [0.13, -0.09, 0.11], [0.17, 0.05, -0.01], [-0.05, 0.21, 0.19], [0.16, 0.07, 0.05], [0.06, 0.09, 0.10], [-0.14, -0.10, -0.16], [-0.14, -0.16, -0.08], [0.13, -0.08, -0.11], [0.03, -0.30, -0.01], [-0.07, -0.03, -0.44], [0.12, -0.06, -0.01], [-0.12, 0.16, 0.15], [-0.28, 0.07, 0.04], [0.14, 0.25, 0.12], [-0.02, -0.09, -0.34], [-0.13, -0.01, 0.00], [-0.07, -0.01, -0.11], [0.16, -0.03, 0.13], [0.10, -0.07, 0.22], [-0.09, 0.17, 0.07], [-0.09, 0.19, -0.07], [-0.09, -0.12, 0.18], [-0.12, 0.06, -0.02], [0.19, -0.01, 0.08], [0.20, -0.08, -0.02], [0.09, -0.16, -0.01], [0.03, 0.16, -0.36], [0.14, 0.04, 0.00], [0.04, 0.09, -0.09], [-0.01, -0.21, 0.14], [-0.16, -0.24, 0.07], [-0.10, 0.15, 0.12], [0.17, 0.33, 0.10], [0.19, -0.10, -0.11], [0.07, 0.06, 0.08], [-0.16, -0.14, -0.13], [-0.24, -0.08, 0.00], [0.05, -0.15, 0.12], [0.09, -0.24, 0.12], [0.08, -0.09, -0.10], [0.11, -0.10, -0.01], [-0.14, 0.15, 0.10], [-0.20, 0.10, 0.01], [0.06, 0.16, -0.09]],
  "mulliken_charge": [-0.600, 0.394, 0.344, -0.495, 0.008, -0.229, -0.036, -0.301, -0.724, 0.940, -0.179, -0.287, 0.342, -0.163, -0.294, 0.571, -0.309, -0.266, 0.555, -0.211, -0.253, 1.361, -0.328, -0.341, -0.271, -0.280, -0.320, -0.323, 0.338, -0.576, -0.110, 0.370, -0.366, 0.345, -0.222, 0.161, 0.355, 0.313, 0.358, 0.319, 0.174, 0.414, -0.091, 0.473, 0.319, -0.194, -0.503, 0.350, 0.255, -0.203, 0.291, -0.576, -0.492, 0.217, 0.263, 0.289, 0.286, -0.316, -0.533, 0.215, 0.284, 0.101, 0.204, -0.541, -0.498, 0.243, 0.245, 0.244, 0.368, -0.544, -0.515, 0.257, 0.212, 0.268, 0.348, -0.424, -0.457, 0.230, 0.114, 0.288, 0.260, -0.516, -0.431, 0.237, 0.228, 0.245, 0.219, -0.033, -0.561, 0.259, -0.219, 0.291, 0.360, -0.535, -0.569, 0.337, 0.052, 0.344, 0.327, -0.610, -0.468, 0.221, 0.273, 0.270, 0.294, -0.362, -0.476, 0.258, 0.297, -0.007, 0.280, -0.553, -0.517, 0.461, 0.423, -0.009, 0.291, -0.535, -0.499, 0.200, 0.265, 0.263, 0.290],
  "charge": 1,
  "gap_ev": 6.5749,
  "multiplicity": 1
}